1.
{"formula": "C5H4N4", "method": "wB97M-V/def2-TZVPD", "species": ["C", "C", "C", "C", "C", "N", "N", "N", "N", "H", "H", "H", "H"], "xyz": [[0.1712, -1.8651, 0.5612], [-1.3246, 0.4801, -1.6648], [0.6787, 0.5212, 1.2262], [-0.2467, -0.4809, 0.7388], [0.0251, 0.1850, -1.3851], [0.5945, -2.9193, 0.6016], [-2.3848, 0.9254, -1.7562], [1.0220, 1.5290, 0.2297], [0.7127, 1.3035, -0.9095], [0.1992, 1.0285, 2.0861], [1.5592, 0.0074, 1.6320], [-1.2170, -0.1058, 0.7750], [0.2105, -0.6091, -2.1351]], "atomic_forces_ev_per_a": [[-1.359, 2.801, 1.152], [-1.632, 1.722, 0.461], [-0.165, -1.577, 2.281], [1.487, -0.861, -3.526], [-1.522, -1.918, 2.658], [0.658, -1.799, -0.324], [0.077, -0.503, -0.245], [0.542, 0.887, -0.268], [1.194, 0.397, -2.087], [0.449, 0.211, -0.547], [0.319, 0.689, -0.306], [-1.955, -0.700, 0.099], [1.906, 0.652, 0.653]], "lumo_ev": [-1.12, -1.12], "homo_energy_ev": [-9.7, -9.7], "largest_force_ev_per_a": 3.92, "total_energy_ev": -11205.0749, "homo_lumo_gap_ha": [0.3139, 0.3138], "e_above_lowest_kcal_mol": 125.1}

***

2.
{"formula": "C5H4N6", "method": "wB97M-V/def2-TZVPD", "species": ["C", "C", "N", "C", "C", "N", "N", "N", "N", "C", "N", "H", "H", "H", "H"], "xyz": [[-3.1004, -0.0130, -0.0079], [-2.3765, -1.1580, -0.0088], [-1.0798, -1.2061, 0.0769], [-0.4778, 0.0321, 0.0645], [0.9975, 0.0035, 0.0394], [1.7970, 1.1363, 0.1161], [3.0283, 0.7148, -0.0024], [2.8994, -0.6181, -0.0695], [1.7096, -1.1164, -0.0521], [-1.1639, 1.2392, -0.0499], [-2.5335, 1.1792, -0.0569], [-4.2312, -0.0419, 0.0108], [-2.8643, -2.1159, 0.0023], [3.7236, -1.2395, -0.1444], [-0.6493, 2.1467, -0.1763]], "atomic_forces_ev_per_a": [[-2.061, 1.884, -0.187], [-0.036, -1.959, 0.543], [1.504, 2.121, -0.126], [0.353, -0.941, -0.376], [0.004, 0.785, 0.547], [-0.377, -1.216, -0.604], [-1.256, -1.190, 0.419], [3.122, -0.294, -0.283], [-0.918, 1.053, -0.011], [-2.243, -2.786, 0.126], [1.260, 0.829, 0.039], [1.439, 0.051, -0.079], [-0.333, -0.290, -0.100], [-0.764, 0.820, 0.057], [0.308, 1.133, 0.035]], "lumo_ev": 0.00, "homo_energy_ev": -9.6, "smiles": "c1cnc(-c2nn[nH]n2)cn1", "largest_force_ev_per_a": 3.58, "total_energy_ev": -14188.6483, "homo_lumo_gap_ha": 0.3546, "e_above_lowest_kcal_mol": 0.0}

***

3.
{"formula": "C5H4NO2", "method": "wB97M-V/def2-TZVPD", "species": ["C", "C", "C", "C", "N", "C", "O", "O", "H", "H", "H", "H"], "xyz": [[0.9399, -0.9508, 1.4100], [0.2691, -0.9102, 0.1513], [-0.7540, 0.0403, -0.5015], [-1.4675, 0.8787, 0.4113], [-2.2580, 1.5014, 1.0178], [0.3645, 1.0578, -1.3042], [1.0412, 1.7137, -0.5500], [0.2725, 1.0148, -2.5044], [0.9435, -0.1526, 1.9958], [1.6265, -1.8140, 1.5022], [0.5127, -1.6861, -0.5941], [-1.4904, -0.6929, -1.0344]], "atomic_forces_ev_per_a": [[-1.603, -3.528, -7.210], [1.009, -0.497, 2.776], [1.607, -1.812, 0.738], [-2.838, 1.291, 1.428], [2.001, -1.195, -1.079], [-1.371, -0.098, -0.099], [0.666, 0.449, 1.452], [-0.161, -0.510, -2.222], [-0.195, 3.074, 2.896], [-0.330, 0.872, 0.289], [-0.059, 0.066, 0.660], [1.275, 1.888, 0.372]], "lumo_ev": 4.05, "homo_energy_ev": -4.5, "smiles": "C=C[C@@H](C#N)C(=O)[O-]", "charge": -1, "largest_force_ev_per_a": 8.19, "total_energy_ev": -10834.7619, "homo_lumo_gap_ha": 0.3130, "e_above_lowest_kcal_mol": 19.9}

***

4.
{"formula": "C5H4NO2", "method": "wB97M-V/def2-TZVPD", "species": ["C", "C", "C", "C", "C", "N", "O", "O", "H", "H", "H", "H"], "xyz": [[0.9004, 0.0322, 0.0952], [3.2345, 0.9449, 0.3842], [0.2931, -1.1554, -0.4295], [-1.4725, 0.1406, 0.1400], [-0.1013, 0.8452, 0.5472], [-1.0709, -0.9425, -0.6823], [3.4114, 1.7289, -0.5011], [0.7845, -2.2800, -0.6676], [-1.9279, -0.1140, 1.1863], [-2.3984, 0.7121, -0.2360], [-0.1023, 1.8780, 1.0480], [-1.5505, -1.7901, -0.8845]], "atomic_forces_ev_per_a": [[0.839, 2.469, 1.659], [0.781, 2.985, -3.283], [-0.145, -2.296, -1.228], [-2.463, 1.718, 2.689], [-0.774, -0.916, -1.696], [1.237, 0.398, 0.327], [-0.801, -3.027, 3.352], [-0.411, 1.388, 0.254], [0.666, -0.544, -1.313], [1.728, -0.167, -0.214], [0.144, -1.722, -0.797], [-0.800, -0.286, 0.252]], "lumo_ev": 4.10, "homo_energy_ev": -2.7, "charge": -1, "largest_force_ev_per_a": 4.59, "total_energy_ev": -10832.7935, "homo_lumo_gap_ha": 0.2498, "e_above_lowest_kcal_mol": 65.3}

***

5.
{"formula": "C5H4NO2S", "method": "wB97M-V/def2-TZVPD", "species": ["C", "C", "C", "C", "C", "N", "O", "O", "S", "H", "H", "H", "H"], "xyz": [[2.6710, 1.6965, -0.0512], [3.9372, -0.2625, 0.1830], [-0.9273, 0.0860, 0.1718], [0.3201, -0.3309, 0.3751], [1.2214, -0.4491, -0.6769], [3.7037, 1.0845, 0.1420], [2.0786, 2.7287, -0.1485], [4.9728, -0.7805, 0.4900], [2.6702, -1.4167, -0.4165], [-1.7671, 0.2607, 0.9723], [-1.3021, 0.3303, -0.7477], [0.5991, -0.6692, 1.3308], [0.8698, -0.6712, -1.6177]], "atomic_forces_ev_per_a": [[-2.268, 2.453, -1.019], [-0.760, -1.199, -1.131], [-2.583, 0.366, 3.763], [-1.523, -0.027, -0.315], [3.419, -0.088, 1.252], [1.501, -0.927, 0.726], [0.270, -1.690, 0.208], [1.068, 0.230, 0.598], [-0.302, 0.629, 0.438], [2.024, -0.604, -1.103], [-0.527, 0.670, -2.512], [0.597, -0.052, 1.299], [-0.916, 0.239, -2.204]], "lumo_ev": 3.67, "homo_energy_ev": -2.8, "charge": -1, "largest_force_ev_per_a": 4.58, "total_energy_ev": -21669.7680, "homo_lumo_gap_ha": 0.2389, "e_above_lowest_kcal_mol": 25.2}

***

6.
{"formula": "C5H4NO4PdS4SbSe", "method": "wB97M-V/def2-TZVPD", "species": ["Pd", "O", "S", "O", "O", "O", "S", "Sb", "S", "S", "Se", "C", "C", "C", "N", "C", "C", "H", "H", "H", "H"], "xyz": [[0.6627, 1.7264, -0.1843], [2.1902, 3.4258, 0.1459], [1.0809, 4.2094, -0.4940], [1.3650, 5.5962, -0.6921], [0.7685, 3.4474, -1.7512], [-0.1222, 3.9651, 0.3953], [-3.0690, 0.5712, 2.9507], [-1.6102, 2.1379, 1.8057], [-1.7882, 1.1521, -0.3328], [0.4841, 1.2302, 2.2784], [1.6412, -0.1336, -1.3258], [0.6203, -1.6252, -0.7149], [-0.0912, -2.4076, -1.6248], [-0.8353, -3.4706, -1.1393], [-0.9007, -3.8081, 0.1388], [-0.2153, -3.0631, 0.9934], [0.5515, -1.9648, 0.6342], [-0.0784, -2.1928, -2.6829], [-1.4066, -4.0840, -1.8254], [-0.2898, -3.3411, 2.0363], [1.0425, -1.3709, 1.3887]], "atomic_forces_ev_per_a": [[-0.026, 0.525, 0.162], [0.217, -0.046, 0.013], [-0.082, -0.358, 0.084], [0.051, 0.214, -0.040], [-0.058, -0.083, -0.251], [-0.064, -0.131, -0.023], [0.026, 0.058, -0.149], [-0.411, 0.308, 0.820], [0.036, -0.292, -0.508], [0.296, -0.152, -0.032], [0.040, -0.131, -0.006], [-0.187, -0.174, 0.022], [0.161, 0.134, 0.164], [0.015, 0.058, -0.325], [-0.156, -0.253, 0.115], [0.146, 0.193, 0.194], [-0.030, 0.080, -0.255], [0.019, 0.036, -0.067], [-0.035, -0.027, -0.060], [0.007, -0.018, 0.099], [0.033, 0.059, 0.042]], "lumo_ev": [2.43, -0.40], "homo_energy_ev": [-5.4, -5.5], "charge": -1, "largest_force_ev_per_a": 0.97, "s2": 8.785, "total_energy_ev": -133634.7079, "homo_lumo_gap_ha": [0.2897, 0.1862], "spin_multiplicity": 6}

***

7.
{"formula": "C5H4NO5Ru", "method": "wB97M-V/def2-TZVPD", "species": ["O", "C", "Ru", "O", "C", "C", "O", "C", "O", "C", "O", "H", "N", "H", "H", "H"], "xyz": [[0.1981, 0.0197, -3.2026], [-0.0817, -0.0068, -2.0760], [0.0829, 0.0180, -0.2133], [2.9562, -0.0097, -1.3935], [1.9391, -0.0116, -0.8322], [-2.0937, -0.0278, 0.1404], [-2.9983, -0.0173, 0.9134], [-0.1234, -2.0398, -0.2193], [-0.2615, -3.1899, -0.2630], [-0.1597, 2.0178, -0.2354], [-0.3163, 3.1649, -0.3038], [-2.3357, -0.0644, -0.9846], [0.7024, 0.0296, 1.8871], [0.1370, 0.6566, 2.4685], [1.6771, 0.3582, 1.9794], [0.6774, -0.8974, 2.3348]], "atomic_forces_ev_per_a": [[-0.849, -0.015, 4.538], [-0.118, -0.186, -12.637], [-2.055, -0.426, 6.930], [-5.093, -0.071, 3.048], [8.197, 0.166, -3.685], [-3.506, 0.078, 0.509], [2.898, -0.028, -1.472], [-0.588, -7.994, 0.038], [0.653, 5.741, 0.111], [-0.706, 8.509, -0.175], [0.727, -5.693, 0.253], [-0.553, -0.031, 0.506], [1.172, -0.141, 1.246], [-0.007, 0.018, 0.200], [-0.244, -0.106, 0.406], [0.072, 0.178, 0.184]], "lumo_ev": [-15.00, -18.93], "homo_energy_ev": [-21.6, -26.7], "charge": 3, "largest_force_ev_per_a": 12.64, "s2": 6.036, "total_energy_ev": -19516.5582, "homo_lumo_gap_ha": [0.2439, 0.2842], "spin_multiplicity": 5}

***

8.
{"formula": "C5H4O", "method": "wB97M-V/def2-TZVPD", "species": ["C", "C", "C", "C", "C", "O", "H", "H", "H", "H"], "xyz": [[-1.4230, -0.6343, -0.3150], [1.0037, 0.4067, -0.6091], [0.3851, 0.7192, 0.8121], [0.0257, -0.5373, -0.0173], [0.6592, 1.7324, -0.1822], [-2.1775, -0.6112, 0.6020], [-1.8043, -0.3523, -1.3778], [2.0060, 0.0600, -1.0266], [0.9401, 0.6334, 1.7203], [0.3851, -1.4166, 0.3936]], "atomic_forces_ev_per_a": [[-0.708, 2.782, -1.864], [0.835, -0.640, -1.592], [0.598, -0.433, -1.234], [0.709, 2.223, 0.483], [-0.128, -0.906, 0.316], [-1.141, -0.990, 0.624], [0.609, -1.007, 1.081], [-1.373, 0.728, 0.687], [-0.298, 0.195, 0.884], [0.896, -1.952, 0.616]], "lumo_ev": 0.48, "homo_energy_ev": -9.4, "largest_force_ev_per_a": 3.42, "total_energy_ev": -7291.5066, "homo_lumo_gap_ha": 0.3644, "e_above_lowest_kcal_mol": 96.9}

***

9.
{"formula": "C5H4O", "method": "wB97M-V/def2-TZVPD", "species": ["C", "C", "C", "C", "C", "O", "H", "H", "H", "H"], "xyz": [[-1.2009, -0.5255, -0.6663], [-0.0673, -0.0072, 2.1408], [0.9032, 0.6335, -1.0801], [-0.7978, -0.3166, 0.9992], [-0.1214, -0.0576, -1.5183], [0.6091, 0.2976, 3.0475], [1.7150, 0.7947, -1.7887], [0.8566, 0.5797, 0.0052], [-1.5607, -1.0111, 1.3842], [-0.3359, -0.3875, -2.5234]], "atomic_forces_ev_per_a": [[1.443, 0.775, 3.571], [0.364, 0.389, -2.697], [0.847, -1.166, -0.270], [-0.867, -1.196, 0.609], [-2.064, -0.850, -0.303], [-1.461, -0.628, -1.206], [0.147, 0.786, 0.743], [1.127, 1.148, -0.182], [0.013, 0.352, 0.269], [0.451, 0.390, -0.534]], "lumo_ev": [-1.38, -1.38], "homo_energy_ev": [-9.2, -9.2], "largest_force_ev_per_a": 3.93, "total_energy_ev": -7290.3535, "homo_lumo_gap_ha": [0.2880, 0.2881], "e_above_lowest_kcal_mol": 123.5}

***

10.
{"formula": "C5H4O2", "method": "wB97M-V/def2-TZVPD", "species": ["C", "C", "C", "C", "C", "O", "O", "H", "H", "H", "H"], "xyz": [[1.8645, -0.8208, 0.0044], [0.6719, -0.2704, -0.1006], [0.0576, 1.0413, -0.0936], [-1.3179, 0.9950, 0.0134], [-1.6282, -0.4924, 0.0233], [-2.6932, -1.0215, -0.0330], [-0.3836, -1.1598, -0.0720], [2.0812, -1.9454, 0.0871], [2.6042, -0.0835, 0.1357], [0.7819, 1.9102, 0.0098], [-2.0384, 1.8473, 0.0255]], "atomic_forces_ev_per_a": [[0.499, -0.854, 0.230], [-2.321, -1.830, 0.463], [0.119, 2.339, 0.975], [2.547, -0.421, -0.274], [0.688, 1.109, -1.133], [0.456, -0.392, 0.410], [-2.166, -0.399, 0.028], [-0.589, 2.133, -0.209], [1.480, 0.298, -0.105], [-1.463, -0.827, -0.494], [0.751, -1.157, 0.110]], "lumo_ev": -0.49, "homo_energy_ev": -9.5, "smiles": "C=C1C=CC(=O)O1", "largest_force_ev_per_a": 2.99, "total_energy_ev": -9343.3075, "homo_lumo_gap_ha": 0.3320, "e_above_lowest_kcal_mol": 20.2}

***

11.
{"formula": "C5H4O2", "method": "wB97M-V/def2-TZVPD", "species": ["O", "C", "C", "C", "C", "C", "O", "H", "H", "H", "H"], "xyz": [[-1.1654, -1.3258, 1.4191], [-0.3686, -0.6741, 0.8057], [1.0106, -0.8034, 0.3712], [0.2035, -0.2056, -0.8193], [-0.1619, 1.1768, -0.7468], [-1.0210, 1.1091, 0.3125], [-2.0049, 1.4158, 0.9012], [1.7915, -0.1349, 0.7308], [1.3415, -1.8397, 0.2682], [0.2014, -0.7555, -1.7629], [0.1584, 2.0230, -1.3494]], "atomic_forces_ev_per_a": [[0.373, 0.264, -0.301], [-0.157, -0.469, 0.443], [-0.047, -0.068, 0.126], [0.048, 0.111, -0.373], [-0.003, -0.144, 0.133], [-0.584, 0.431, 0.191], [0.676, -0.199, -0.384], [-0.148, -0.042, -0.066], [-0.085, 0.151, 0.015], [0.018, 0.088, 0.128], [-0.090, -0.124, 0.089]], "lumo_ev": [-1.07, -1.07], "homo_energy_ev": [-8.5, -8.5], "largest_force_ev_per_a": 0.80, "total_energy_ev": -9340.0379, "homo_lumo_gap_ha": [0.2738, 0.2737], "e_above_lowest_kcal_mol": 95.6}

***

12.
{"formula": "C5H4O2", "method": "wB97M-V/def2-TZVPD", "species": ["O", "C", "O", "C", "C", "C", "C", "H", "H", "H", "H"], "xyz": [[1.6623, -1.5124, -1.2817], [1.7522, -0.7230, -0.4476], [0.2718, -0.8171, 1.1705], [-0.9678, -0.7614, 0.7713], [-1.2738, 0.1262, -0.2270], [-0.1564, 0.9813, -0.3942], [1.0337, 0.5666, 0.1677], [-1.6907, -1.3628, 1.3224], [-2.2595, 0.2791, -0.6445], [-0.2043, 1.9643, -0.8539], [1.8325, 1.2592, 0.4169]], "atomic_forces_ev_per_a": [[-0.030, 0.626, 0.558], [0.040, -0.545, -0.487], [-0.145, 0.133, 0.034], [0.052, -0.112, 0.081], [0.137, 0.160, -0.031], [-0.163, 0.015, -0.003], [0.015, -0.055, -0.239], [0.073, 0.081, -0.104], [0.165, -0.044, 0.068], [-0.005, -0.133, 0.089], [-0.138, -0.127, 0.034]], "lumo_ev": [-0.16, -0.68], "homo_energy_ev": [-7.5, -7.4], "largest_force_ev_per_a": 0.84, "total_energy_ev": -9339.9018, "homo_lumo_gap_ha": [0.2712, 0.2481], "e_above_lowest_kcal_mol": 98.7}

***

13.
{"formula": "C5H4O2", "method": "wB97M-V/def2-TZVPD", "species": ["O", "C", "C", "C", "C", "C", "O", "H", "H", "H", "H"], "xyz": [[2.2954, -1.3958, -0.2476], [1.2607, -0.8180, -0.0288], [1.1179, 0.6164, 0.1441], [-0.0826, 1.1865, -0.0814], [-1.2693, 0.3722, -0.0505], [-1.1127, -0.9567, 0.0412], [0.0880, -1.5604, -0.0164], [2.0310, 1.1723, 0.3201], [-0.1679, 2.2476, -0.2927], [-2.2535, 0.8141, 0.0325], [-1.9070, -1.6781, 0.1794]], "atomic_forces_ev_per_a": [[-0.472, 0.128, 0.284], [0.673, -0.302, -0.031], [-0.107, 0.160, -0.304], [0.000, -0.016, 0.108], [0.028, -0.140, 0.018], [-0.178, 0.098, 0.041], [0.086, 0.090, 0.110], [-0.077, -0.040, -0.384], [-0.008, 0.008, 0.487], [0.079, -0.079, -0.222], [-0.024, 0.094, -0.108]], "lumo_ev": 0.17, "homo_energy_ev": -9.2, "smiles": "O=c1cccco1", "largest_force_ev_per_a": 0.74, "total_energy_ev": -9343.9872, "homo_lumo_gap_ha": 0.3429, "e_above_lowest_kcal_mol": 4.5}

***

14.
{"formula": "C5H4O2", "method": "wB97M-V/def2-TZVPD", "species": ["O", "C", "O", "C", "C", "C", "C", "H", "H", "H", "H"], "xyz": [[-0.3477, -0.8443, -1.5817], [-0.8758, -0.1761, -0.5919], [-0.7560, 1.2192, -0.5663], [0.4185, 1.5033, 0.0503], [0.9934, 0.4481, 0.6471], [0.2016, -0.7817, 0.5632], [-1.1799, -0.9646, 0.5666], [0.7458, 2.5363, -0.0185], [1.9594, 0.4572, 1.1353], [0.4615, -1.4429, -0.6702], [-1.6208, -1.9544, 0.4660]], "atomic_forces_ev_per_a": [[-0.006, 0.075, 0.140], [-0.072, 0.018, -0.242], [-0.005, -0.089, -0.025], [0.165, -0.120, 0.145], [-0.092, 0.200, -0.065], [0.090, 0.065, 0.533], [0.180, -0.117, -0.219], [-0.033, -0.195, 0.025], [-0.138, 0.005, -0.119], [-0.169, -0.010, -0.218], [0.081, 0.168, 0.046]], "lumo_ev": [-0.81, -0.80], "homo_energy_ev": [-9.3, -9.3], "largest_force_ev_per_a": 0.54, "total_energy_ev": -9337.7875, "homo_lumo_gap_ha": [0.3131, 0.3131], "e_above_lowest_kcal_mol": 147.5}

***

15.
{"formula": "C5H4O2Sr", "method": "wB97M-V/def2-TZVPD", "species": ["O", "C", "C", "C", "C", "H", "H", "H", "C", "O", "Sr", "H"], "xyz": [[-0.3482, 1.3422, 0.1114], [-1.2872, 0.7234, 0.4342], [-1.8025, -0.2752, 1.2075], [-3.0474, -0.8539, 0.9219], [-4.2969, -0.4957, 0.5973], [-1.1317, -0.6958, 1.9627], [-4.8190, 0.2510, 1.2128], [-4.9203, -1.1155, -0.0554], [-4.1785, 1.2321, -1.8566], [-3.3594, 2.1016, -1.3744], [-5.1640, 3.2579, -2.6296], [-3.6883, 0.2763, -2.1541]], "atomic_forces_ev_per_a": [[-1.629, -0.041, -0.934], [2.803, -0.199, 2.182], [-1.656, -0.524, -0.591], [-0.732, 1.039, -1.222], [0.803, -0.935, 1.011], [-0.008, 0.463, -0.297], [0.208, 0.147, -0.463], [0.119, 0.063, 0.319], [2.034, 0.919, -0.359], [-2.076, -0.909, -1.232], [0.396, 0.009, 0.729], [-0.264, -0.031, 0.857]], "lumo_ev": [-5.45, -5.45], "homo_energy_ev": [-9.2, -12.1], "charge": 1, "largest_force_ev_per_a": 3.56, "s2": 0.778, "total_energy_ev": -10167.6069, "homo_lumo_gap_ha": [0.1382, 0.2450], "spin_multiplicity": 2}